## 1
5 unconnected molecules or ions with the total composition H10O5. Source: the Open Molecules 2025 dataset; level of theory: the ωB97M-V functional and the def2-TZVPD basis.

Output
**HOMO-LUMO gap**: 12.201 eV
**Molar mass**: 90.1 g mol⁻¹
**E_LUMO**: 0.0316 Ha
**SMILES**: O.O.O.O.O

XYZ file:
```
15
H10O5 | the Open Molecules 2025 dataset | the ωB97M-V functional and the def2-TZVPD basis
O -1.490 1.271 -1.162
H -2.103 1.980 -1.096
H -0.620 1.613 -0.876
O 0.895 2.165 -0.488
H 1.303 2.167 -1.365
H 1.285 1.437 0.009
O 1.963 -0.091 0.403
H 2.775 -0.056 0.876
H 1.422 -0.872 0.700
O 0.331 -2.033 1.323
H 0.748 -2.870 1.097
H -0.420 -1.858 0.703
O -1.791 -1.223 -0.132
H -2.475 -1.293 0.486
H -1.823 -0.337 -0.478
```

Here are the Mulliken charges for atoms 1 to 4, given in e: -0.75, 0.31, 0.44, -0.76


## 2
5 unconnected molecules or ions with the total composition H10O5. Source: the Open Molecules 2025 dataset; level of theory: the ωB97M-V functional and the def2-TZVPD basis.

Output
**HOMO-LUMO gap**: 11.768 eV
**Molar mass**: 90.1 g mol⁻¹
**E_LUMO**: 0.0200 Ha
**SMILES**: O.O.O.O.O

XYZ file:
```
15
H10O5 | the Open Molecules 2025 dataset | the ωB97M-V functional and the def2-TZVPD basis
O 1.501 0.948 0.065
H 1.429 0.257 0.682
H 2.107 1.640 0.443
O 0.753 -0.714 2.563
H 0.780 -1.446 1.912
H -0.186 -0.616 2.575
O -0.332 -1.984 0.423
H -0.583 -2.858 0.252
H -0.431 -1.421 -0.425
O -0.730 -0.369 -1.916
H -1.379 0.153 -1.364
H -0.037 0.263 -1.990
O -1.142 2.026 -1.183
H -1.708 2.797 -1.053
H -0.383 1.974 -0.650
```

Here are the Mulliken charges for atoms 1 to 4, given in e: -0.63, 0.34, 0.29, -0.67


The most stable structure shown above is 1; the least stable is 2.